*i*
A structure of composition C20H38LiN2O13, computed with wB97M-V/def2-TZVPD.

Its multiplicity is 1. Its net charge is +1. For the molecular weight, the calculation gives 521.47 g mol⁻¹.

Each line ends with the Löwdin charge.
Cartesian coordinates (Å):
C1 1.41436 -4.43254 3.76622  -0.082
C2 0.46636 -3.85254 2.81022  -0.208
N1 -0.37364 -2.69354 3.28122  -0.286
C3 -1.30164 -3.07154 4.33422  -0.017
C4 0.42136 -1.62854 3.68622  -0.197
C5 1.60936 -1.16454 2.62822  -0.020
C6 -1.25564 -2.12954 2.11122  -0.046
C7 -2.47764 -3.06354 1.77322  -0.161
O1 -3.04164 -2.52154 0.55822  -0.171
C8 -3.97564 -1.50454 0.76822  -0.100
H1 2.25636 -3.69754 4.09222  0.132
H2 1.99636 -4.95854 3.20522  0.013
H3 0.85736 -5.19454 4.46722  0.149
H4 -0.03064 -4.76854 2.52622  0.121
H5 1.01736 -3.80054 1.66922  0.216
H6 -2.08864 -2.34954 4.76322  0.157
H7 -0.67064 -3.02154 5.34422  0.156
H8 -1.69864 -4.02254 4.19622  0.089
H9 0.89336 -1.83554 4.68422  0.143
H10 -0.06264 -0.60754 3.67122  0.147
H11 1.88036 -0.24354 2.89222  0.018
H12 1.20136 -1.24254 1.58322  0.071
H13 2.61336 -1.73654 2.66022  0.109
H14 -0.85064 -2.15554 1.17222  0.096
H15 -1.68364 -1.06954 2.24722  0.164
H16 -3.18064 -3.08754 2.55122  0.094
H17 -2.13064 -4.07454 1.43522  0.150
H18 -4.75364 -1.38854 -0.10478  0.137
H19 -3.42564 -0.60754 0.81222  0.043
H20 -4.33964 -1.58954 1.72322  0.058
Li1 -2.11764 2.68046 1.59222  0.823
N2 -0.37164 1.72646 0.20522  -0.632
O2 -0.22564 2.60746 0.97822  -0.044
O3 0.46136 1.05546 -0.30678  0.054
O4 -1.60064 1.24246 0.07422  -0.176
C9 2.83536 -2.01854 -1.27778  0.002
C10 3.41136 -0.58654 -1.21078  -0.362
C11 3.98436 -0.06754 0.10822  -0.045
O5 4.95536 0.84646 -0.47178  0.071
C12 5.23836 0.54546 -1.74378  -0.533
O6 6.22636 0.92946 -2.35978  0.145
O7 4.33036 -0.33354 -2.19378  0.087
H21 3.61436 -2.80854 -1.31178  0.091
H22 2.25336 -2.18354 -2.20078  0.089
H23 2.27736 -2.20654 -0.28378  0.076
H24 2.74236 0.17946 -1.61978  0.139
H25 4.52836 -0.77254 0.68622  0.124
H26 3.32036 0.48146 0.67722  0.095
C13 -4.43564 -0.31754 -2.78678  -0.023
C14 -3.79164 1.08746 -2.71878  -0.209
C15 -2.37764 1.35546 -3.38078  -0.070
O8 -2.60064 2.63046 -3.98378  0.028
C16 -3.92164 3.04646 -3.92978  -0.725
O9 -4.24764 4.07146 -4.20878  0.262
O10 -4.57364 2.08846 -3.47078  0.103
H27 -3.75164 -0.95654 -2.13678  0.095
H28 -4.31164 -0.80354 -3.80578  0.109
H29 -5.43264 -0.45254 -2.65178  0.038
H30 -3.99064 1.51846 -1.65978  0.166
H31 -2.11464 0.68546 -4.16378  0.118
H32 -1.52964 1.35046 -2.71378  0.104
C17 0.15836 5.42446 -2.53378  -0.001
C18 1.35936 4.64446 -1.73578  -0.315
C19 2.02336 3.50446 -2.47578  -0.122
O11 3.38636 3.81246 -2.51078  0.049
C20 3.55336 5.08146 -2.01578  -0.632
O12 4.54236 5.63346 -2.09678  0.237
O13 2.41336 5.52946 -1.57178  0.079
H33 -0.53864 4.66146 -2.74578  0.022
H34 0.57436 5.76446 -3.54178  0.103
H35 -0.34664 6.34746 -1.88478  0.141
H36 1.07436 4.49146 -0.58578  0.171
H37 1.77336 3.56246 -3.49978  0.119
H38 1.95636 2.43546 -1.83978  0.170

*ii*
A structure of composition C20H38LiN2O13, computed with wB97M-V/def2-TZVPD.

Its multiplicity is 1. Its net charge is +1. For the molecular weight, the calculation gives 521.47 g mol⁻¹.

Each line ends with the Löwdin charge.
Cartesian coordinates (Å):
C1 36.79700 52.27300 62.76500  0.007
C2 37.63900 53.53600 62.70800  -0.182
N1 38.39600 53.96600 63.85600  -0.250
C3 37.59800 53.96300 65.06900  0.016
C4 39.51800 52.96700 64.09200  -0.101
C5 40.55200 52.96900 62.90500  -0.080
C6 39.00900 55.34400 63.47900  -0.128
C7 38.23300 56.51900 63.44000  -0.263
O1 39.07100 57.57300 62.97400  -0.174
C8 39.06400 58.78500 63.78300  -0.059
H1 36.78600 52.03100 61.80100  0.064
H2 35.80300 52.55800 63.31800  0.162
H3 37.26800 51.61500 63.11600  -0.044
H4 36.84500 54.25700 62.54300  0.135
H5 38.46600 53.45000 61.89800  0.151
H6 37.19500 53.11100 65.43900  0.086
H7 36.93300 54.75900 65.06100  0.101
H8 38.27100 54.25300 65.76900  0.057
H9 39.05600 52.00200 63.98100  0.118
H10 40.03200 53.21800 65.14100  0.170
H11 40.34000 52.87100 61.80200  0.098
H12 41.22300 52.06200 63.02100  0.102
H13 41.26100 53.81800 62.91100  0.077
H14 39.60300 55.26000 62.57900  0.132
H15 39.84100 55.69800 64.20000  0.163
H16 37.88900 56.63000 64.62400  0.163
H17 37.34200 56.50200 62.84100  0.127
H18 39.91000 59.54400 63.23700  0.173
H19 39.55600 58.62900 64.86900  0.096
H20 38.13100 59.15300 63.94900  0.041
Li1 42.54200 56.44500 67.49100  0.836
N2 40.22600 56.74600 66.71300  -0.485
O2 38.93800 56.83000 66.83900  -0.029
O3 40.93200 57.67400 67.21300  -0.096
O4 40.72400 55.53600 66.70400  -0.157
C9 40.09100 53.42200 70.87900  0.014
C10 39.47400 53.57600 69.46900  -0.396
C11 40.16000 52.87900 68.34000  -0.060
O5 39.09400 52.21300 67.55300  0.098
C12 38.06900 52.32200 68.27400  -0.591
O6 36.87500 52.00300 67.89300  0.053
O7 38.29200 52.96500 69.39100  0.093
H21 39.62000 54.11300 71.63500  0.104
H22 41.23000 53.82100 70.74800  0.143
H23 40.00200 52.56700 71.39600  0.036
H24 39.25600 54.66200 69.05000  0.182
H25 40.75400 51.98300 68.83600  0.172
H26 40.92200 53.35200 67.59100  0.138
C13 38.04100 60.16900 67.60800  -0.039
C14 38.78900 61.43300 67.28400  -0.321
C15 40.28100 61.31800 66.82400  -0.050
O8 40.29200 62.04500 65.59200  0.087
C16 39.05000 62.28000 65.14600  -0.508
O9 38.71900 62.70000 64.08400  0.172
O10 38.11900 61.97500 66.17600  0.059
H27 36.97700 60.08000 68.12700  0.125
H28 38.65100 59.44000 68.29100  0.110
H29 37.88600 59.53800 66.76100  0.040
H30 38.89800 62.08500 68.18500  0.161
H31 40.46400 60.37300 66.84000  0.044
H32 40.88600 61.82600 67.47100  0.110
C17 36.31500 55.73600 69.13700  -0.007
C18 35.90500 57.08800 68.53100  -0.347
C19 34.71900 57.06300 67.59000  -0.057
O11 33.90000 58.19600 68.00500  0.088
C20 34.42900 58.72300 69.05300  -0.484
O12 34.12400 59.88100 69.56700  0.051
O13 35.54300 58.02600 69.52500  0.066
H33 36.79000 55.03800 68.40200  0.084
H34 35.45300 55.11100 69.32800  0.091
H35 36.84200 56.08200 69.96800  0.071
H36 36.88100 57.39700 67.86400  0.157
H37 33.95900 56.30700 67.36100  0.144
H38 35.06400 57.44100 66.58200  0.141

*iii*
A structure of composition C20H38LiN2O13, computed with wB97M-V/def2-TZVPD.

Its multiplicity is 1. Its net charge is +1. For the molecular weight, the calculation gives 521.47 g mol⁻¹.

Each line ends with the Löwdin charge.
Cartesian coordinates (Å):
C1 0.62061 1.03286 -3.34710  -0.036
C2 0.43870 1.11329 -1.88754  -0.215
N1 0.32044 2.35703 -1.26010  -0.257
C3 1.41530 3.37409 -1.59237  0.048
C4 -0.99279 3.01178 -1.76918  -0.107
C5 -2.32117 2.31996 -1.48161  -0.038
C6 0.14167 2.27574 0.19548  -0.050
C7 1.43769 1.81584 0.96664  -0.232
O1 1.22733 1.87005 2.27769  -0.092
C8 2.23084 1.20600 3.10455  -0.038
H1 1.37630 1.74831 -3.84392  0.133
H2 -0.13412 1.25581 -3.89203  0.010
H3 0.89289 0.06030 -3.76009  0.092
H4 1.45366 0.74136 -1.39204  0.191
H5 -0.43383 0.49760 -1.67448  0.130
H6 1.33992 3.79162 -2.73984  0.179
H7 2.32058 2.85446 -1.55101  0.080
H8 1.63386 4.07820 -0.84262  0.093
H9 -0.76875 3.11224 -2.77636  0.099
H10 -1.32669 3.92199 -1.24069  0.139
H11 -2.58183 2.04128 -0.45869  0.082
H12 -2.22917 1.32578 -1.93852  0.097
H13 -3.16422 2.55875 -1.93011  0.038
H14 -0.58107 1.46708 0.48452  0.145
H15 -0.12101 3.11685 0.58398  0.080
H16 2.26776 2.52486 0.84753  0.149
H17 1.55301 0.97569 0.59366  0.027
H18 3.26838 1.48593 3.32208  0.108
H19 2.45460 0.13562 3.03226  0.094
H20 1.95411 1.20363 4.03924  0.026
Li1 -2.35117 -0.45471 2.91237  0.790
N2 -0.77818 -1.29337 1.14018  -0.513
O2 -1.73911 -0.52842 0.97962  -0.116
O3 0.17570 -1.35736 0.31579  -0.007
O4 -0.53087 -1.42322 2.39825  -0.125
C9 2.09228 -5.87614 -3.34107  -0.008
C10 1.50542 -4.40865 -3.09306  -0.260
C11 2.28974 -3.48586 -2.17520  -0.145
O5 2.52639 -2.35145 -2.89232  0.092
C12 2.22159 -2.44486 -4.11768  -0.618
O6 2.42656 -1.68292 -5.03936  0.132
O7 1.62719 -3.64162 -4.33182  0.063
H21 1.34134 -6.34665 -3.90850  0.045
H22 2.16489 -6.43258 -2.30800  0.121
H23 2.99234 -5.93302 -3.96176  0.087
H24 0.44987 -4.40599 -2.97335  0.135
H25 3.32230 -4.07673 -1.58054  0.212
H26 1.76821 -3.15538 -1.12796  0.148
C13 -6.65791 4.23729 0.42233  -0.040
C14 -5.33234 3.57772 0.30999  -0.285
C15 -4.05416 4.28337 0.97866  -0.033
O8 -3.37859 3.21390 1.61785  0.050
C16 -4.13326 2.19485 1.85520  -0.507
O9 -3.82181 1.12492 2.35834  0.072
O10 -5.39326 2.39116 1.20655  0.056
H27 -6.82766 4.47182 1.47804  0.096
H28 -7.42078 3.65575 -0.20944  0.125
H29 -6.73077 5.23070 -0.13247  0.113
H30 -5.15213 3.44717 -0.67074  0.093
H31 -4.39074 5.03821 1.72741  0.153
H32 -3.28218 4.55997 0.21252  0.136
C17 1.18754 -3.41154 4.23907  -0.042
C18 2.25886 -4.17080 3.45032  -0.438
C19 2.39497 -3.58365 1.97021  -0.090
O11 3.79754 -3.40964 1.82808  0.050
C20 4.40007 -3.53923 3.04578  -0.479
O12 5.57996 -3.31184 3.24607  0.154
O13 3.40859 -3.85232 3.89649  0.086
H33 1.41880 -3.78248 5.27574  0.082
H34 -0.00193 -3.95551 4.20480  0.164
H35 1.18924 -2.31901 4.03422  0.061
H36 2.04882 -5.28281 3.50859  0.172
H37 1.83128 -2.51583 1.80787  0.146
H38 1.86439 -4.26720 1.37358  0.097

Most stable: *i*. Least stable: *ii*.

*i*
A structure of composition C9H16N2O2, computed with wB97M-V/def2-TZVPD.

Its multiplicity is 1. Its net charge is 0. For the molecular weight, the calculation gives 184.24 g mol⁻¹.

Each line ends with the Löwdin charge.
Cartesian coordinates (Å):
C1 3.04799 2.46203 2.26488  -0.544
C2 3.46556 2.72435 0.85365  -0.003
C3 2.53225 3.21773 -0.06944  -0.076
C4 0.81164 3.44651 1.58881  -0.544
C5 -1.57126 -0.87092 -2.97521  -0.196
C6 -2.35688 -1.40677 -1.75607  -0.346
C7 -1.24834 -2.06580 -1.06475  -0.329
C8 -1.64256 -2.56909 0.40171  -0.368
C9 -0.76094 -3.25984 1.32325  -0.188
H1 1.43823 2.47001 3.36761  0.200
H2 4.22352 1.65736 0.18427  0.226
H3 2.52244 3.26296 -1.20098  0.144
H4 0.66968 4.05947 -0.15732  0.126
H5 -0.25140 -0.94490 -2.72174  0.138
H6 -1.72742 -1.61730 -3.85828  0.066
H7 -1.83683 0.22447 -3.60705  0.121
H8 -3.04123 -2.36556 -2.20648  0.154
H9 -3.22059 -0.83266 -1.16554  0.148
H10 -0.77177 -3.01901 -1.47811  0.134
H11 -0.46993 -1.16532 -1.11746  0.110
H12 -2.61459 -3.26180 0.31255  0.136
H13 -2.11555 -1.66815 1.04012  0.134
H14 0.03917 -2.48180 1.56951  0.087
H15 -1.00395 -3.78487 2.27257  0.073
H16 -0.37200 -4.14226 0.52553  0.128
N1 1.75762 3.05555 2.51630  0.184
N2 1.34859 3.71882 0.42545  0.095
O1 3.57347 1.78698 3.02923  0.137
O2 -0.42489 3.36980 1.70301  0.054

*ii*
A cluster of 2 separate species, C9H16N2O2 in total, computed with wB97M-V/def2-TZVPD.

Its multiplicity is 1. Its net charge is 0. As for the structure (SMILES): O=c1cc[nH]c(=O)[nH]1.CC(C)(C)C. For the molecular weight, the calculation gives 184.24 g mol⁻¹.

Each line ends with the Löwdin charge.
Cartesian coordinates (Å):
O1 -1.33776 -1.47018 -1.83606  0.031
C1 -2.01546 -0.96660 -0.95173  -0.457
C2 -2.16868 -1.58316 0.36991  0.009
C3 -3.03271 -0.97503 1.22727  -0.042
N1 -3.78957 0.18853 0.87586  0.113
C4 -3.51277 0.95739 -0.26782  -0.534
O2 -3.97333 2.04895 -0.50285  0.086
N2 -2.71332 0.25586 -1.12776  0.197
H1 -1.78582 -2.55422 0.63101  0.113
H2 -3.28313 -1.33295 2.19607  0.109
H3 -4.39829 0.62620 1.59379  0.166
H4 -2.42263 0.81632 -1.95989  0.186
C5 1.42935 0.49230 1.41469  -0.063
C6 1.99972 0.31616 -0.01459  -0.775
C7 2.37635 -1.10862 -0.07333  -0.130
C8 3.21939 1.19804 -0.25444  -0.068
C9 1.00454 0.42751 -1.09889  -0.111
H5 0.60147 -0.18043 1.66837  0.069
H6 2.24581 0.19713 2.17553  0.105
H7 1.17288 1.53967 1.51994  0.069
H8 2.90170 -1.16980 -0.97253  0.054
H9 3.16765 -1.07769 0.78104  0.100
H10 1.71214 -2.08153 0.17350  0.145
H11 3.49875 1.08656 -1.41652  0.125
H12 4.10777 0.88817 0.33299  0.078
H13 2.99165 2.29145 -0.03498  0.098
H14 0.26263 1.35440 -1.09562  0.108
H15 1.34971 0.53189 -2.16751  0.084
H16 0.39197 -0.71632 -1.18547  0.133

*iii*
A cluster of 2 separate species, C9H16N2O2 in total, computed with wB97M-V/def2-TZVPD.

Its multiplicity is 1. Its net charge is 0. As for the structure (SMILES): O=c1cc[nH]c(=O)[nH]1.CC(C)(C)C. For the molecular weight, the calculation gives 184.24 g mol⁻¹.

Each line ends with the Löwdin charge.
Cartesian coordinates (Å):
O1 -1.79241 -3.66507 -4.79229  0.088
C1 -1.75173 -2.60252 -4.23869  -0.509
C2 -2.78087 -2.05937 -3.48654  -0.021
C3 -2.48432 -0.88040 -2.91005  -0.065
N1 -1.18917 -0.45988 -2.70372  0.085
C4 -0.08014 -0.80668 -3.53861  -0.453
O2 0.97955 -0.19282 -3.36898  0.053
N2 -0.57342 -1.78033 -4.43182  0.176
H1 -3.61933 -2.76382 -3.32493  0.142
H2 -3.17611 -0.21464 -2.33726  0.141
H3 -0.82636 0.12752 -1.92598  0.159
H4 0.02802 -2.14763 -5.24445  0.195
C5 2.31576 0.23278 2.28026  -0.080
C6 0.98889 0.96165 2.35945  -0.821
C7 0.69225 1.76135 1.15290  -0.101
C8 1.19207 1.96832 3.55409  -0.069
C9 -0.05088 0.14130 2.89663  -0.135
H5 2.39422 -0.57738 1.45052  0.112
H6 3.12679 1.03507 2.49202  0.101
H7 2.23215 -0.37122 3.29666  0.112
H8 0.18499 2.89763 1.29220  0.134
H9 1.74780 2.03794 0.54342  0.133
H10 0.15011 1.03722 0.40615  0.081
H11 0.37127 2.70875 3.44444  0.066
H12 2.18527 2.48914 3.68792  0.090
H13 0.74507 1.17982 4.47109  0.141
H14 0.23749 -0.00257 3.85348  0.007
H15 -0.95279 0.69862 3.00191  0.084
H16 -0.29419 -0.75278 2.12017  0.154

Most stable: *ii*. Least stable: *i*.

*i*
The molecule C7H10N2OS, computed with wB97M-V/def2-TZVPD.

Its multiplicity is 1. Its net charge is 0. As for the structure (SMILES): CN[S@](=N)(=O)c1ccccc1. For the molecular weight, the calculation gives 170.24 g mol⁻¹.

Each line ends with the Löwdin charge.
Cartesian coordinates (Å):
C1 2.93886 1.36866 -0.97616  -0.110
N1 2.46604 -0.01846 -0.97239  -0.214
S1 1.56929 -0.59861 0.34586  0.716
N2 2.01876 0.11486 1.60075  -0.217
O1 1.48527 -2.03005 0.20990  -0.362
C2 -0.55865 -0.12459 0.02888  -0.126
C3 -1.24669 0.80782 0.81222  -0.111
C4 -2.64097 0.80613 0.79166  -0.089
C5 -3.33095 -0.25041 0.11430  -0.101
C6 -2.58510 -1.23472 -0.49679  -0.118
C7 -1.19549 -1.20456 -0.59057  -0.099
H1 4.01705 1.38599 -0.78651  0.087
H2 2.65950 1.78899 -1.88478  0.055
H3 2.37403 1.79999 -0.15690  0.063
H4 2.57302 -0.65900 -1.71322  0.082
H5 1.76462 -0.51153 2.34105  0.012
H6 -0.74037 1.56370 1.44503  0.111
H7 -3.18650 1.52881 1.40685  0.101
H8 -4.47516 -0.28389 0.07738  0.124
H9 -3.19324 -2.19143 -0.74328  0.135
H10 -0.71330 -2.05769 -0.85329  0.060

*ii*
A structure of composition C7H10N2OS, computed with wB97M-V/def2-TZVPD.

Its multiplicity is 1. Its net charge is 0. For the molecular weight, the calculation gives 170.24 g mol⁻¹.

Each line ends with the Löwdin charge.
Cartesian coordinates (Å):
C1 0.69758 -0.03233 -0.34602  -0.385
C2 0.28965 -0.61070 -2.25466  -0.432
C3 0.47050 0.84134 -1.60335  -0.025
C4 -0.80378 1.33174 -0.82097  -0.640
C5 1.78455 0.17599 0.76198  0.021
C6 0.57732 -2.63119 -0.76913  -0.022
C7 -2.56006 2.43745 0.57601  -0.385
N1 -0.65367 0.48995 0.17933  0.096
N2 0.76126 -1.27481 -1.16402  -0.021
O1 -0.06436 -1.09340 -3.26548  0.129
S1 -1.85549 2.60857 -1.09271  0.939
H1 1.15400 1.41452 -2.12954  0.111
H2 1.36497 0.55743 1.64253  0.045
H3 2.51728 0.84688 0.30809  0.080
H4 2.16003 -0.88475 0.94535  0.093
H5 -0.60150 -2.79890 -0.53922  0.157
H6 0.88779 -3.08892 -1.60248  0.044
H7 1.16098 -3.00998 0.01415  0.064
H8 -2.09790 1.64943 1.17961  0.017
H9 -3.66016 2.05763 0.40291  0.072
H10 -2.57486 3.42712 1.09399  0.043

Most stable: *ii*. Least stable: *i*.